Version i
The following is a DFT calculation (wB97M-V/def2-TZVPD) of 2 unconnected molecules or ions with the total composition C3H7N2O3.

```
15
C3H7N2O3 | OMol25 | wB97M-V/def2-TZVPD
H 1.620 0.726 0.796
H 0.108 -1.383 -0.109
H -0.053 -0.145 -2.547
H 0.492 1.653 1.799
N 0.211 -0.641 -0.740
C -2.972 -0.006 0.493
H -1.064 1.585 -1.472
C -0.357 0.592 -0.020
O -3.396 0.783 -0.269
H 0.373 -0.116 1.779
N -0.447 -0.825 -1.976
C 0.605 0.819 1.147
H -1.479 -0.741 -2.025
O -0.228 1.692 -0.940
O -2.866 -0.841 1.292
```

Its total charge is -1. The value obtained for the HOMO energy is -1.48 eV. The HOMO-LUMO gap comes out at 5.38 eV.

=====

Version ii
The following is a DFT calculation (wB97M-V/def2-TZVPD) of 2 unconnected molecules or ions with the total composition C3H7N2O3.

```
15
C3H7N2O3 | OMol25 | wB97M-V/def2-TZVPD
O -0.207 -1.914 0.912
H 1.468 -0.895 0.102
O 1.030 1.995 -0.036
O -0.890 -2.056 -1.162
C 1.604 -0.234 -0.872
N -0.734 -1.408 -0.110
H -2.054 1.325 1.224
H -1.538 0.389 -0.819
N 0.716 0.923 -0.742
C -0.965 -0.035 -0.116
H 1.362 -0.851 -1.810
H -1.044 0.161 1.941
H -0.267 1.557 1.250
C -1.074 0.847 1.137
H 2.592 0.196 -0.897
```

Its total charge is -1. The value obtained for the HOMO energy (spin up / spin down) is -2.64 / -3.27 eV. The HOMO-LUMO gap (spin up / spin down) comes out at 6.93 / 7.43 eV.

=====

version i is favored, and the nearest alternative lies 4.059 eV above it.

=====

Version i
The following is a DFT calculation (wB97M-V/def2-TZVPD) of 10 unconnected molecules or ions with the total composition C24H49N10O15.

```
98
C24H49N10O15 | OMol25 | wB97M-V/def2-TZVPD
C -2.386 -30.885 41.953
H 0.281 -26.817 40.471
C 1.003 -34.434 44.903
H -4.304 -34.104 39.983
C -0.201 -32.186 41.540
H -1.519 -27.572 47.507
C -2.206 -32.358 39.112
H -5.474 -33.398 44.020
H -9.316 -27.637 44.184
H -7.299 -37.608 38.957
O -5.185 -28.688 39.772
H -7.348 -27.678 42.113
N -0.091 -34.170 45.727
H -6.506 -28.983 37.269
N -2.521 -29.100 47.402
H 2.517 -34.485 48.006
O -3.944 -25.180 42.249
H -2.369 -29.562 43.449
C -5.100 -34.232 44.567
H -0.534 -33.885 47.855
C -3.195 -30.203 43.107
N -6.739 -37.077 41.275
O 1.664 -29.213 40.991
H 0.037 -31.614 40.629
C -1.261 -28.454 47.167
C -2.397 -33.030 40.469
O -6.549 -38.040 42.016
H 2.166 -26.613 40.904
C -2.035 -29.649 41.062
H -5.615 -27.910 46.224
O -5.997 -36.109 41.181
H -5.595 -35.108 44.456
O -3.224 -26.801 36.819
H -0.755 -27.034 36.266
C 1.767 -34.463 47.205
C -3.778 -25.904 40.087
H -3.492 -34.760 41.443
O -2.692 -29.436 48.531
C -1.037 -31.530 42.499
O -6.726 -30.108 39.692
H -1.371 -29.710 40.336
H -4.218 -29.804 42.823
C -7.249 -27.544 43.264
H -5.976 -30.848 37.339
H 0.536 -32.908 42.041
N -4.256 -24.960 41.109
O 0.656 -28.925 39.057
N -3.681 -34.224 44.426
H 1.562 -26.277 39.376
C -8.343 -27.564 44.217
O -2.144 -27.680 38.500
N 1.268 -28.543 40.070
H -1.061 -33.983 45.233
H -7.681 -36.124 39.906
H -4.878 -27.657 43.624
O -5.098 -24.130 40.832
H -1.723 -28.152 35.577
H -4.540 -26.106 39.341
H -1.028 -34.079 41.816
H -1.420 -32.095 43.414
C -1.278 -27.888 36.345
H -8.424 -37.692 40.184
H 0.972 -34.595 43.719
O -3.238 -29.404 46.397
H -2.747 -29.066 40.715
C 0.294 -34.123 47.106
H -1.548 -31.363 38.918
O -3.075 -35.067 43.833
H -2.931 -34.952 39.465
N -2.264 -27.351 37.262
C -3.275 -34.302 40.422
H -0.402 -28.499 36.704
H -3.100 -25.325 39.425
C -0.976 -33.415 40.942
H -0.540 -28.883 47.682
H 3.199 -35.002 45.171
H -2.084 -32.841 38.233
H -0.646 -30.617 43.037
H -3.308 -26.665 40.386
C 1.272 -27.055 40.323
C -5.733 -29.788 37.713
N -3.144 -31.955 41.273
H -1.495 -28.763 41.488
H -3.164 -31.011 43.999
N -5.848 -29.568 39.203
H -8.189 -27.956 46.090
H -0.627 -34.009 40.027
H -3.230 -32.077 38.684
C -6.347 -27.445 45.450
O -3.130 -33.138 44.729
N -7.692 -27.688 45.478
H -4.689 -29.760 37.438
O -4.408 -31.939 41.366
C -5.870 -27.458 44.048
C -7.621 -37.155 39.997
C 2.245 -34.646 45.712
H -0.886 -28.563 46.234
H -5.181 -33.893 45.410
```

Its total charge is +1. The value obtained for the HOMO energy is -9.65 eV. The HOMO-LUMO gap comes out at 3.83 eV.

=====

Version ii
The following is a DFT calculation (wB97M-V/def2-TZVPD) of 10 unconnected molecules or ions with the total composition C24H49N10O15.

```
98
C24H49N10O15 | OMol25 | wB97M-V/def2-TZVPD
H -0.540 8.763 2.183
H -1.873 -1.699 -6.882
N 2.794 -3.379 3.544
C 0.724 2.680 3.924
H -3.643 -1.195 1.359
H -1.864 8.315 1.260
H -1.093 -2.134 0.904
O 3.929 -2.909 -2.953
H -0.253 7.414 0.973
H -0.672 -4.020 -3.331
H 0.529 3.762 4.430
C 2.202 -4.539 3.038
O -0.037 0.560 3.583
H 2.563 -0.966 -4.987
C 4.772 -0.871 -0.267
H -1.794 2.208 -2.018
C -1.492 -1.072 0.908
C 5.684 -1.037 0.914
H 0.942 -0.515 1.832
C -1.673 -4.584 -3.279
C -0.446 -0.298 0.037
O -2.870 -3.776 -1.496
H 1.775 -1.705 -3.573
C 0.866 2.912 -4.210
H -1.998 -4.956 -4.483
N 6.541 0.017 0.922
C -3.322 -2.898 6.527
N -0.521 -0.781 -5.753
H 1.536 2.221 4.454
H 5.438 -1.607 1.760
H 1.387 3.023 -5.043
N 3.773 -2.365 -4.046
H 7.272 1.564 -0.397
O -1.527 2.097 3.846
H 0.298 3.759 -3.946
N -0.782 1.142 0.038
H 1.642 -5.164 3.747
O -0.283 -1.143 -4.610
H -0.197 -2.214 -1.490
N -1.038 6.758 2.714
H 3.825 -1.347 -0.516
H 1.075 -1.691 0.499
H -0.989 -2.025 6.726
H -2.184 0.117 -6.828
O 1.886 1.057 -3.187
C 2.545 -1.784 -4.378
C -4.367 -2.513 5.484
H 2.029 -2.259 -5.214
O 4.806 -2.194 -4.713
H -1.557 3.631 0.020
H -3.339 3.564 0.278
O 3.257 -3.465 4.650
C -2.367 3.002 0.583
H -1.363 -0.949 1.847
O 2.223 3.053 -2.504
C -3.282 0.706 0.617
C -3.668 -1.510 4.607
H -4.170 -1.048 3.721
O 0.174 1.968 0.075
N 1.628 2.293 -3.122
H 1.362 2.506 3.129
C -2.271 1.599 -0.005
C -1.942 -0.855 -6.236
C -2.099 -2.070 6.220
H -3.379 0.858 1.766
C 0.926 -0.604 0.582
H -5.441 -2.668 5.413
H -2.809 -1.054 -5.573
N -0.365 1.757 3.819
H -1.880 2.899 1.691
H 1.506 -4.309 2.278
N -2.596 -3.560 -2.702
O 0.325 -0.300 -6.531
O 2.791 -2.323 2.902
N -2.465 -1.266 5.093
H 0.051 2.204 -4.449
C 5.432 0.512 -1.005
H -3.040 -1.082 -0.474
H 7.238 0.215 1.733
H -2.599 0.546 -2.058
C -0.373 -0.948 -1.355
H 1.727 0.124 0.060
H -4.373 1.038 0.183
O -2.771 -2.489 -3.298
H -1.749 -0.475 4.682
H -3.529 -3.695 7.346
H 5.063 0.994 -1.859
O -1.334 6.995 3.837
H -1.767 -5.491 -2.854
C 6.573 0.897 -0.205
H -1.319 -0.900 -2.108
C -2.940 -0.836 0.532
C -2.581 1.623 -1.509
H -3.389 2.027 -2.013
H 2.951 -4.995 2.554
C -0.956 7.922 1.683
O -1.085 5.740 2.104
H 0.244 -0.478 -2.178
```

Its total charge is +1. The value obtained for the HOMO energy is -9.54 eV. The HOMO-LUMO gap comes out at 3.45 eV.

=====

version ii is favored, and the nearest alternative lies 2.710 eV above it.

=====

Version i
The following is a DFT calculation (wB97M-V/def2-TZVPD) of 2 unconnected molecules or ions with the total composition C4H4N2O3.

```
13
C4H4N2O3 | OMol25 | wB97M-V/def2-TZVPD
N 0.512 1.562 0.940
C -1.963 1.497 0.401
H 2.317 2.096 -0.204
O -3.086 1.354 0.018
C -0.655 1.480 0.449
N -0.400 -2.323 -0.345
H 0.774 -2.418 -1.822
O 0.313 -1.697 -1.390
H 1.240 0.665 -0.803
H 2.268 0.486 0.557
O -1.803 -1.955 1.538
C 1.619 1.208 0.115
C -1.134 -1.955 0.546
```

Its total charge is 0. Its SMILES is CN=C=C=O.O=C=NO. The value obtained for the HOMO energy is -8.55 eV. The HOMO-LUMO gap comes out at 7.28 eV.

=====

Version ii
The following is a DFT calculation (wB97M-V/def2-TZVPD) of a single C4H4N2O3 molecule.

```
13
C4H4N2O3 | OMol25 | wB97M-V/def2-TZVPD
O -0.660 2.002 0.107
C -0.765 -1.491 0.202
H -2.747 0.696 -0.776
H 1.378 1.747 -0.203
C 1.542 -0.189 0.026
O 2.126 -1.248 -0.211
O 2.066 0.995 -0.256
N -1.892 -1.185 -0.266
H -0.512 -2.528 0.083
C 0.131 -0.256 0.587
C -0.833 0.786 0.173
H 0.085 -0.282 1.759
N -1.952 0.224 -0.292
```

Its total charge is 0. Its SMILES is O=C(O)[C@@H]1C=NNC1=O. The value obtained for the HOMO energy is -10.27 eV. The HOMO-LUMO gap comes out at 10.63 eV.

=====

version ii is favored, and the nearest alternative lies 5.201 eV above it.

=====

Version i
The following is a DFT calculation (wB97M-V/def2-TZVPD) of a single C2H3ClOS molecule.

```
8
C2H3ClOS | OMol25 | wB97M-V/def2-TZVPD
C 0.201 -0.076 -0.146
H -0.082 -0.953 -0.791
Cl 4.457 -0.182 -0.095
H 0.357 0.910 -0.698
H -0.363 0.035 0.821
C 1.566 -0.595 0.065
S 2.821 0.962 0.080
O 2.111 -1.650 0.116
```

Its total charge is 0. Its SMILES is CC(=O)SCl. The value obtained for the HOMO energy is -9.17 eV. The HOMO-LUMO gap comes out at 9.38 eV.

=====

Version ii
The following is a DFT calculation (wB97M-V/def2-TZVPD) of a molecular structure, C2H3ClOS.

```
8
C2H3ClOS | OMol25 | wB97M-V/def2-TZVPD
H -1.957 -0.896 0.355
C -0.549 0.233 -0.334
O -0.962 -0.498 0.867
Cl 1.508 -1.536 -0.055
S -1.315 0.545 -1.746
H 0.805 0.611 1.481
H 1.561 1.158 -0.627
C 0.908 0.384 0.060
```

Its total charge is 0. The value obtained for the HOMO energy is -9.73 eV. The HOMO-LUMO gap comes out at 8.75 eV.

=====

version i is favored, and the nearest alternative lies 2.906 eV above it.

=====

Version i
The following is a DFT calculation (wB97M-V/def2-TZVPD) of a single CH3FO3 molecule.

```
8
CH3FO3 | OMol25 | wB97M-V/def2-TZVPD
F 1.655 -0.003 -0.005
H -0.762 1.094 1.419
O -0.190 0.952 -0.868
H -0.451 -1.661 0.295
O -0.096 0.365 1.297
C 0.250 0.025 0.045
O -0.124 -1.188 -0.416
H -0.282 0.415 -1.766
```

Its total charge is 0. Its SMILES is OC(O)(O)F. The value obtained for the HOMO energy is -11.68 eV. The HOMO-LUMO gap comes out at 12.16 eV.

=====

Version ii
The following is a DFT calculation (wB97M-V/def2-TZVPD) of 2 unconnected molecules or ions with the total composition CH3FO3.

```
8
CH3FO3 | OMol25 | wB97M-V/def2-TZVPD
F 0.435 -0.329 -1.747
O -0.402 -1.091 1.006
H -1.105 1.666 0.049
O 0.952 0.537 0.442
H 0.414 -1.655 1.052
C -0.180 0.122 0.431
H 1.180 -0.008 -1.559
O -1.294 0.758 0.324
```

Its total charge is 0. Its SMILES is O=C(O)O.F. The value obtained for the HOMO energy is -10.94 eV. The HOMO-LUMO gap comes out at 11.47 eV.

=====

version i is favored, and the nearest alternative lies 0.121 eV above it.